Entry 1:
A cluster of 2 separate species, C23H34F3INO5 in total in a non-equilibrium geometry. Source: the Open Molecules 2025 dataset; level of theory: ωB97M-V with the def2-TZVPD basis set.

```
67
C23H34F3INO5, DFT ωB97M-V with the def2-TZVPD basis set
C -2.1084 0.7618 0.9574
C -1.3947 0.0217 1.8059
C 0.0983 -0.2775 1.6481
C 0.6440 0.3775 0.3936
C 1.5699 1.3744 0.5938
C 2.0516 1.7509 1.9761
O 1.6373 2.7049 2.5924
O 2.9977 0.9115 2.4988
C 4.2865 1.5657 2.6721
C 5.4333 0.5528 2.6355
C 5.8716 0.0931 4.0454
C 6.6569 1.2721 1.9643
C 2.0853 2.0732 -0.5037
C 3.0638 3.2078 -0.3186
C 1.6384 1.7101 -1.7458
I 2.4692 2.7922 -3.3799
N 0.7332 0.7259 -1.9253
C 0.2964 0.4710 -3.3119
C -0.7132 1.5895 -3.7611
C 0.2425 0.0341 -0.8792
C -0.7599 -1.0875 -1.1640
O -0.8415 -2.0854 -0.1957
C 0.2578 -3.0005 -0.2894
C 0.1698 -3.9512 0.9167
H -1.6495 1.6325 0.4828
H -3.1460 0.5409 0.7132
H -1.8426 -0.3881 2.7124
H 0.2498 -1.3544 1.6123
H 0.5877 0.0699 2.5660
H 4.4332 2.2485 1.8308
H 4.2977 2.1693 3.5847
H 5.2005 -0.3032 1.9983
H 5.6908 0.8981 4.7653
H 6.9431 -0.1169 4.0976
H 5.3717 -0.8309 4.3511
H 6.5068 2.3587 1.9039
H 7.5735 1.1327 2.5369
H 6.7866 0.9332 0.9319
H 4.0626 2.9102 -0.6566
H 2.7648 4.0817 -0.9012
H 3.1207 3.5371 0.7178
H 1.1366 0.3935 -3.9993
H -0.2534 -0.4560 -3.4323
H -1.6361 1.1172 -4.1041
H -0.9111 2.2890 -2.9485
H -0.2893 2.0888 -4.6330
H -0.5474 -1.6090 -2.1089
H -1.7415 -0.6172 -1.3145
H 1.1864 -2.4084 -0.2182
H 0.2738 -3.5183 -1.2565
H -0.7569 -3.7802 1.4684
H 0.2433 -4.9788 0.5578
H 0.9898 -3.7709 1.6175
C -7.2454 -3.0366 -0.6034
C -6.6493 -2.5997 -1.9241
O -6.7669 -1.1725 -2.0989
C -5.8548 -0.4314 -1.4971
O -4.9471 -0.8361 -0.8271
C -6.0903 1.0513 -1.8150
F -7.3756 1.3859 -1.7027
F -5.7053 1.3310 -3.0702
F -5.3933 1.8392 -0.9955
H -8.2771 -2.6944 -0.5190
H -7.2244 -4.1222 -0.5172
H -6.6945 -2.6124 0.2362
H -7.1985 -3.0498 -2.7484
H -5.6087 -2.9093 -2.0189
```

Values from the calculation:
E in a.u.: -1924.7414
E_LUMO in eV: -3.8
Gap between HOMO and LUMO in hartree: 0.290
Total charge: +1
Spin multiplicity: 1

Entry 2:
An isolated molecule of C23H34FN3O4S in a non-equilibrium geometry. Source: the Open Molecules 2025 dataset; level of theory: ωB97M-V with the def2-TZVPD basis set.

```
66
C23H34FN3O4S, DFT ωB97M-V with the def2-TZVPD basis set
C 3.7153 2.7037 -2.1788
C 4.4331 2.1007 -0.9742
C 4.6960 3.1668 0.0872
C 3.5994 0.9284 -0.4013
N 2.4237 1.4091 0.2873
C 1.1765 1.0744 -0.1002
O 0.9633 0.4546 -1.1279
C 0.0827 1.5817 0.8342
C -0.8136 2.6063 0.1209
C -1.6667 1.9359 -0.9539
N -2.4604 0.8577 -0.4009
S -3.8211 1.3181 0.4519
O -3.6107 1.4007 1.8737
O -4.3808 2.4603 -0.2085
C -4.8656 -0.1053 0.1302
C -5.3147 -0.8895 1.1752
C -6.1183 -1.9862 0.9117
C -6.4480 -2.2596 -0.4051
F -7.2264 -3.3251 -0.6707
C -6.0055 -1.4773 -1.4602
C -5.2027 -0.3857 -1.1808
C -1.6600 -0.1565 0.2508
C -0.7784 0.4227 1.3577
C 4.4357 0.1457 0.6159
O 4.3795 0.4588 1.7966
N 5.2402 -0.8349 0.1636
C 5.2499 -1.3239 -1.1985
C 4.1093 -2.3148 -1.4634
C 4.3220 -3.6711 -0.7956
C 4.5939 -3.5854 0.7071
C 5.9954 -3.0593 1.0260
C 6.0686 -1.5340 1.1307
H 2.7265 3.0514 -1.8897
H 4.2787 3.5468 -2.5714
H 3.5972 1.9668 -2.9700
H 5.3973 1.6940 -1.3004
H 5.0827 2.7172 0.9985
H 5.4250 3.8855 -0.2794
H 3.7796 3.7024 0.3231
H 3.2380 0.3015 -1.2187
H 2.6052 1.7419 1.2242
H 0.5603 2.0722 1.6890
H -0.2040 3.3931 -0.3280
H -1.4808 3.0585 0.8587
H -2.3640 2.6511 -1.3909
H -1.0311 1.5098 -1.7343
H -5.0303 -0.6257 2.1816
H -6.4882 -2.6207 1.7014
H -6.2916 -1.7282 -2.4692
H -4.8349 0.2585 -1.9623
H -2.3459 -0.9014 0.6611
H -1.0377 -0.6222 -0.5182
H -0.1410 -0.3641 1.7664
H -1.4241 0.8010 2.1518
H 5.1782 -0.4853 -1.8937
H 6.2119 -1.8110 -1.3701
H 3.1719 -1.8841 -1.1071
H 4.0184 -2.4608 -2.5415
H 5.1573 -4.1869 -1.2764
H 3.4274 -4.2751 -0.9607
H 3.8446 -2.9522 1.1854
H 4.4943 -4.5887 1.1260
H 6.3293 -3.4614 1.9841
H 6.6922 -3.4229 0.2678
H 5.7191 -1.2102 2.1137
H 7.1095 -1.2074 1.0137
```

Values from the calculation:
E in a.u.: -1860.1535
SMILES: CC(C)[C@H](NC(=O)C1CCN(S(=O)(=O)c2ccc(F)cc2)CC1)C(=O)N1CCCCCC1
E_LUMO in eV: 0.7
Gap between HOMO and LUMO in hartree: 0.360
Total charge: 0
Energy relative to the best compared isomer or geometry (same formula, charge and spin) in eV: 0.000
Spin multiplicity: 1

Entry 3:
An isolated molecule of C23H34N2O2. Source: the Open Molecules 2025 dataset; level of theory: ωB97M-V with the def2-TZVPD basis set.

```
61
C23H34N2O2, DFT ωB97M-V with the def2-TZVPD basis set
C 7.8646 0.6075 -1.0057
C 6.4976 1.0669 -0.5089
C 6.2714 0.6565 0.9476
C 4.8763 1.0693 1.4127
N 3.8655 0.4862 0.5499
C 3.0496 -0.4709 1.0515
O 3.0797 -0.7734 2.2303
C 2.0420 -1.1174 0.1019
C 0.8080 -0.2128 -0.0097
C -0.2606 -0.8865 -0.8736
N -0.6017 -2.1775 -0.3336
C -1.8301 -2.5648 0.0833
O -2.0618 -3.6977 0.4648
C -2.9030 -1.5214 0.0512
C -2.9090 -0.4749 0.9664
C -3.9485 0.4338 0.9790
C -5.0139 0.3355 0.0863
C -6.1334 1.3631 0.1427
C -7.2204 1.1108 -0.9055
C -6.7866 1.3120 1.5310
C -5.5451 2.7595 -0.1051
C -5.0002 -0.7204 -0.8170
C -3.9662 -1.6409 -0.8306
C 0.5210 -3.0846 -0.2294
C 1.6080 -2.4781 0.6533
C 4.0086 0.9108 -0.8225
C 5.3740 0.4825 -1.3674
H 8.6555 1.0394 -0.3973
H 8.0194 0.9124 -2.0382
H 7.9445 -0.4761 -0.9519
H 6.4499 2.1605 -0.5743
H 7.0197 1.1206 1.5913
H 6.3693 -0.4271 1.0394
H 4.6854 0.7185 2.4276
H 4.7770 2.1604 1.3838
H 2.4835 -1.2706 -0.8871
H 0.4099 -0.0419 0.9919
H 1.0696 0.7556 -0.4402
H 0.1326 -1.0264 -1.8909
H -1.1540 -0.2634 -0.9335
H -2.1023 -0.3802 1.6792
H -3.9230 1.2319 1.7058
H -7.9900 1.8755 -0.8199
H -7.6921 0.1427 -0.7546
H -6.8126 1.1569 -1.9128
H -7.6073 2.0242 1.5853
H -6.0740 1.5538 2.3145
H -7.1797 0.3161 1.7240
H -6.3346 3.5077 -0.0801
H -5.0645 2.7978 -1.0807
H -4.8072 3.0194 0.6489
H -5.8030 -0.8488 -1.5244
H -3.9830 -2.4619 -1.5323
H 0.9173 -3.2829 -1.2338
H 0.1486 -4.0182 0.1955
H 1.2337 -2.3457 1.6689
H 2.4643 -3.1521 0.6993
H 3.2103 0.5124 -1.4446
H 3.9385 2.0062 -0.8470
H 5.4741 0.8178 -2.4011
H 5.4385 -0.6078 -1.3539
```

Values from the calculation:
E in a.u.: -1156.8692
SMILES: CC1CCN(C(=O)C2CCN(C(=O)c3ccc(C(C)(C)C)cc3)CC2)CC1
E_LUMO in eV: 0.6
Gap between HOMO and LUMO in hartree: 0.351
Total charge: 0
Energy relative to the best compared isomer or geometry (same formula, charge and spin) in eV: 0.441
Spin multiplicity: 1